A.
Computed, not measured: an isolated molecule of C5H11P, with the ωB97M-V functional and the def2-TZVPD basis.

Cartesian coordinates (Å):
P: -1.615 1.442 0.479
C: 2.298 0.059 0.536
C: 1.295 0.436 -0.479
C: -1.350 -1.335 0.300
C: 0.321 1.482 -0.191
C: -2.103 -0.100 -0.327
H: 0.629 2.285 0.527
H: 2.675 0.806 1.136
H: 1.788 -0.735 1.087
H: -3.183 -0.240 -0.235
H: 1.113 -0.307 -1.291
H: -0.330 -1.202 -0.041
H: 0.193 1.967 -1.157
H: 3.202 -0.452 0.119
H: -1.339 -1.684 1.301
H: -1.558 -2.155 -0.273
H: -2.037 -0.266 -1.489

The LUMO energy (alpha / beta) is -0.6 / 0.4 eV. As for the highest occupied orbital energy (alpha / beta): -6.9 / -7.9 eV. As for the HOMO-LUMO gap (alpha / beta): 6.31 / 8.23 eV.



B.
Computed, not measured: a cluster of 2 separate species, C5H11P in total, with the ωB97M-V functional and the def2-TZVPD basis.

Cartesian coordinates (Å):
P: -1.210 -0.451 -0.585
C: -3.011 1.132 0.067
C: -1.676 0.950 0.566
C: 3.214 1.168 -0.224
C: -3.103 -0.363 -0.384
C: 2.675 1.675 0.963
H: -3.787 -0.778 -1.168
H: -3.805 1.420 0.842
H: -3.401 -0.878 0.530
H: 4.273 0.948 -0.058
H: 2.747 0.301 -0.544
H: 1.914 2.416 0.973
H: -1.832 0.375 1.478
H: -3.064 1.804 -0.741
H: -0.847 1.742 0.693
H: 2.962 1.415 1.928
H: 3.349 1.908 -0.994

The LUMO energy (alpha / beta) is 0.6 / -0.5 eV. As for the highest occupied orbital energy (alpha / beta): -7.9 / -7.9 eV. As for the HOMO-LUMO gap (alpha / beta): 8.48 / 7.37 eV.



C.
Computed, not measured: an isolated molecule of C5H11P, with the ωB97M-V functional and the def2-TZVPD basis.

Cartesian coordinates (Å):
P: -0.112 -0.654 0.863
C: 0.604 -2.065 -0.086
C: 1.461 0.329 1.245
C: -0.899 0.392 -0.440
C: -0.465 1.848 -0.282
C: -1.958 -0.016 -1.108
H: 0.299 2.037 -0.987
H: -2.300 -1.106 -0.948
H: -2.405 0.495 -1.944
H: 1.101 1.128 1.770
H: -0.278 -2.864 -0.082
H: 1.268 -2.719 0.654
H: 2.207 -0.280 1.705
H: -1.370 2.496 -0.441
H: 1.118 -1.774 -1.055
H: -0.175 1.998 0.795
H: 1.904 0.755 0.340

The LUMO energy is 1.0 eV. As for the highest occupied orbital energy: -8.1 eV. As for the HOMO-LUMO gap: 9.15 eV.



D.
Computed, not measured: an isolated molecule of C5H11P, with the ωB97M-V functional and the def2-TZVPD basis.

Cartesian coordinates (Å):
P: -0.156 -0.096 -0.189
C: 0.447 -1.805 -0.069
C: -1.852 -0.294 0.351
C: 2.570 0.672 -0.004
C: -2.853 0.862 0.245
C: 1.329 0.854 -0.722
H: 2.441 1.310 0.898
H: 3.382 0.889 -0.711
H: 1.583 -1.673 0.243
H: 2.761 -0.369 0.470
H: -2.308 1.473 -0.468
H: -2.777 1.596 1.079
H: -2.082 -1.305 0.054
H: 0.382 -2.562 -0.967
H: -3.802 0.787 -0.179
H: -0.070 -2.306 0.737
H: 1.006 1.968 -0.768

The LUMO energy (alpha / beta) is 0.4 / 0.4 eV. As for the highest occupied orbital energy (alpha / beta): -7.3 / -7.3 eV. As for the HOMO-LUMO gap (alpha / beta): 7.70 / 7.70 eV.



C is favored, and the nearest alternative lies 54.3 kcal/mol above it.



A.
Computed, not measured: a cluster of 2 separate species, C5H11P in total, with the ωB97M-V functional and the def2-TZVPD basis.

Cartesian coordinates (Å):
P: -1.192 -0.632 0.143
C: -2.359 -0.352 1.653
C: 1.935 1.454 -0.167
C: 2.024 2.470 0.684
C: 1.630 0.323 -0.701
C: -1.045 1.169 -0.141
H: -1.854 1.731 0.265
H: 0.772 -0.244 -0.544
H: 2.024 2.467 1.816
H: -3.001 0.629 1.628
H: -0.115 1.541 0.293
H: -0.840 1.601 -1.159
H: -1.792 -0.429 2.569
H: 1.659 3.322 0.162
H: -3.105 -1.115 1.564
H: -2.451 -0.640 -0.656
H: 2.146 -0.150 -1.500

The LUMO energy is 0.8 eV. As for the highest occupied orbital energy: -9.2 eV. As for the HOMO-LUMO gap: 10.01 eV.



B.
Computed, not measured: a cluster of 2 separate species, C5H11P in total, with the ωB97M-V functional and the def2-TZVPD basis.

Cartesian coordinates (Å):
P: 1.471 1.205 -0.448
C: 0.535 -1.405 -0.814
C: 1.581 -1.930 0.199
C: 0.584 2.481 -1.055
C: -2.027 0.393 1.485
C: 0.482 -0.099 -1.150
H: -0.290 0.268 -1.876
H: 1.076 -2.445 1.099
H: 2.092 -2.812 -0.184
H: -0.871 0.141 1.347
H: -0.309 -2.084 -1.062
H: -2.197 0.967 2.400
H: -2.514 -0.544 1.495
H: 0.913 3.618 -1.055
H: -2.310 0.947 0.655
H: -0.518 2.402 -1.299
H: 2.302 -1.102 0.263

The LUMO energy is 0.0 eV. As for the highest occupied orbital energy: -8.6 eV. As for the HOMO-LUMO gap: 8.57 eV.



B is favored, and the nearest alternative lies 33.4 kcal/mol above it.



A.
Computed, not measured: a cluster of 2 separate species, C2HNO3S in total, with the ωB97M-V functional and the def2-TZVPD basis.

Cartesian coordinates (Å):
S: 1.161 2.188 1.412
O: -0.248 3.318 -0.577
O: -1.202 0.610 0.314
O: -2.455 -1.437 0.255
N: -0.784 -0.119 -0.896
C: 0.337 2.815 0.302
C: -1.720 -0.574 -0.070
H: 0.266 -0.161 -0.984

The LUMO energy is 0.4 eV. As for the highest occupied orbital energy: -10.7 eV. As for the HOMO-LUMO gap: 11.04 eV.



B.
Computed, not measured: an isolated molecule of C2HNO3S, with the ωB97M-V functional and the def2-TZVPD basis.

Cartesian coordinates (Å):
S: -2.654 -0.454 -0.158
O: 0.168 -1.348 -0.044
O: -1.237 0.462 -0.092
O: 3.300 0.908 0.044
N: 0.980 0.789 -0.445
C: -0.020 -0.189 -0.200
C: 2.171 0.728 -0.204
H: -2.708 -0.896 1.099

The LUMO energy is 0.2 eV. As for the highest occupied orbital energy: -10.1 eV. As for the HOMO-LUMO gap: 10.28 eV.



B is favored, and the nearest alternative lies 50.9 kcal/mol above it.



A.
Computed, not measured: the ion C5H4N with charge +1, with the ωB97M-V functional and the def2-TZVPD basis.

Cartesian coordinates (Å):
N: -0.808 -0.859 0.048
C: 0.750 0.867 -1.049
C: -1.144 -1.960 0.152
C: -0.465 0.420 0.024
C: 0.844 0.736 0.547
C: 1.633 1.080 -1.952
H: 1.465 -0.078 0.826
H: -1.388 0.990 0.009
H: 0.834 1.668 1.036
H: -1.721 -2.864 0.358

The LUMO energy is -6.2 eV. As for the highest occupied orbital energy: -14.8 eV. As for the HOMO-LUMO gap: 8.57 eV. The net charge is +1.



B.
Computed, not measured: a structure of composition C5H4N, with the ωB97M-V functional and the def2-TZVPD basis.

Cartesian coordinates (Å):
N: 1.229 -0.069 -0.335
C: -1.062 -0.153 -0.121
C: -0.616 -1.212 -1.213
C: 0.954 -0.944 -1.229
C: 0.071 0.413 0.455
C: -0.317 -2.036 -2.258
H: 1.749 -1.405 -1.861
H: 0.038 1.430 0.992
H: -2.020 0.032 0.371
H: 0.473 -0.090 1.430

The LUMO energy is -8.1 eV. As for the highest occupied orbital energy: -15.8 eV. As for the HOMO-LUMO gap: 7.65 eV. The net charge is +1.



A is favored, and the nearest alternative lies 11.9 kcal/mol above it.



A.
Computed, not measured: the ion C5H4N with charge +1, with the ωB97M-V functional and the def2-TZVPD basis.

Cartesian coordinates (Å):
N: 0.026 -1.309 0.671
C: 0.559 -0.270 1.528
C: -0.550 0.646 -1.768
C: -0.465 -1.301 -0.401
C: 0.112 0.887 0.618
C: -0.048 1.027 -0.582
H: 0.169 -0.295 2.560
H: 1.557 -0.250 1.672
H: -1.554 0.706 -1.931
H: 0.195 0.159 -2.366

The LUMO energy (alpha / beta) is -8.2 / -8.2 eV. As for the highest occupied orbital energy (alpha / beta): -16.3 / -16.3 eV. As for the HOMO-LUMO gap (alpha / beta): 8.13 / 8.13 eV. The net charge is +1.



B.
Computed, not measured: the ion C5H4N with charge +1, with the ωB97M-V functional and the def2-TZVPD basis.

Cartesian coordinates (Å):
N: 1.030 0.862 -0.159
C: 0.355 -1.403 -0.003
C: -0.136 0.027 0.162
C: 2.208 0.119 -0.067
C: 3.529 0.256 0.100
C: 1.638 -1.220 -0.051
H: -0.733 0.174 -0.768
H: -0.208 -2.241 -0.139
H: -0.564 0.280 1.063
H: 1.199 1.818 0.077

The LUMO energy (alpha / beta) is -8.3 / -7.4 eV. As for the highest occupied orbital energy (alpha / beta): -15.3 / -15.4 eV. As for the HOMO-LUMO gap (alpha / beta): 6.96 / 8.06 eV. The net charge is +1.



A is favored, and the nearest alternative lies 33.5 kcal/mol above it.



A.
Computed, not measured: an isolated molecule of CH4FNO2, with the ωB97M-V functional and the def2-TZVPD basis.

Cartesian coordinates (Å):
F: -2.167 0.258 -0.302
O: 1.147 0.994 -0.347
O: 0.615 -1.174 0.162
N: -1.007 0.459 0.584
C: 0.091 0.070 -0.238
H: -0.316 0.086 -1.205
H: 1.050 -1.688 -0.573
H: -1.168 -0.154 1.469
H: 1.755 1.150 0.450

The LUMO energy is 0.6 eV. As for the highest occupied orbital energy: -10.5 eV. As for the HOMO-LUMO gap: 11.04 eV.



B.
Computed, not measured: a cluster of 2 separate species, CH4FNO2 in total, with the ωB97M-V functional and the def2-TZVPD basis.

Cartesian coordinates (Å):
F: 2.184 1.703 0.849
O: 0.217 0.080 1.051
O: -1.385 -1.172 0.145
N: -0.263 0.014 -1.179
C: -0.415 -0.311 0.052
H: -0.848 -0.466 -1.765
H: 1.478 1.080 1.164
H: 0.667 0.430 -1.364
H: -1.637 -1.357 1.047

The LUMO energy is 0.4 eV. As for the highest occupied orbital energy: -11.3 eV. As for the HOMO-LUMO gap: 11.76 eV.



B is favored, and the nearest alternative lies 85.0 kcal/mol above it.